# 1
Density functional theory data (wB97M-V/def2-TZVPD) for a molecular structure, C31H29MoN8OSSi.

total charge: +3
HOMO-LUMO gap (spin up / spin down): 4.66 / 4.73 eV
lowest unoccupied orbital energy (spin up / spin down): -10.8 / -10.7 eV
energy relative to the best compared isomer or geometry (same formula, charge and spin): 21.9 kJ/mol
multiplicity: 3

CARTESIAN COORDINATES (ANGSTROEM)
Mo 1.3809 0.1545 0.3055
C 1.7656 4.5155 1.0729
C 1.8657 3.2677 0.4664
N 1.1872 2.2241 0.9477
C 0.3979 2.4121 2.0324
C 0.3090 3.6736 2.6009
N 0.9875 4.7112 2.1252
C -0.3086 1.2106 2.5293
C -1.1622 1.1821 3.6044
C -1.7553 -0.0292 3.9992
C -1.4567 -1.1767 3.2532
C -0.6049 -1.0943 2.1745
N -0.0360 0.0834 1.8240
C -0.2317 -2.2125 1.2888
C -0.7398 -3.5011 1.3761
N -0.3724 -4.4596 0.5352
C 0.5064 -4.1512 -0.4065
C 1.0341 -2.8693 -0.5224
N 0.6637 -1.9087 0.3234
C -2.6585 -0.0885 5.1551
C -2.7118 -1.2248 5.9597
C -3.5747 -1.2250 7.0462
N -4.3683 -0.2023 7.3443
C -4.3239 0.8765 6.5703
C -3.4816 0.9898 5.4738
H 2.3217 5.3628 0.6915
H 2.4910 3.1078 -0.4025
H -0.3169 3.8603 3.4642
H -1.3615 2.0796 4.1715
H -1.9174 -2.1179 3.5160
H -1.4619 -3.7729 2.1359
H 0.8091 -4.9369 -1.0876
H 1.7622 -2.6151 -1.2807
H -2.0708 -2.0798 5.7875
H -3.6272 -2.0838 7.7045
H -4.9911 1.6876 6.8355
H -3.5124 1.8867 4.8687
S -1.9625 0.9753 -5.3576
C -1.0187 0.8180 -3.9169
C -1.6886 0.3329 -2.7783
C -1.0072 0.1736 -1.6039
N 0.3065 0.4813 -1.4700
C 0.9511 0.9572 -2.5617
C 0.3422 1.1278 -3.7786
C -0.8011 1.5842 -6.5658
C -0.6959 2.9525 -6.7850
C 0.1454 3.3857 -7.8058
N 0.8061 2.5015 -8.5243
C 0.7207 1.1976 -8.3586
C -0.1001 0.6835 -7.3592
H -2.7392 0.0769 -2.8201
H -1.5094 -0.2085 -0.7244
H 2.0019 1.1962 -2.4396
H 0.9218 1.5045 -4.6095
H -1.2624 3.6697 -6.2062
H 0.2726 4.4359 -8.0441
H 1.2919 0.5592 -9.0237
H -0.1982 -0.3866 -7.2334
C 5.8879 -0.5682 -0.0315
Si 4.4575 -1.2276 0.9231
C 4.2150 -3.0567 0.7827
C 4.3239 -0.6154 2.6682
O 3.0490 -0.4881 0.1453
H 6.8157 -0.9711 0.3828
H 5.9522 0.5194 0.0246
H 5.8452 -0.8644 -1.0807
H 5.0619 -3.5621 1.2547
H 4.1860 -3.3921 -0.2556
H 3.3160 -3.4013 1.2985
H 5.1423 -1.0080 3.2762
H 3.3947 -0.9470 3.1422
H 4.3818 0.4742 2.7220

Mulliken atomic charge list, values in e, 4 entries:
1 Mo 0.803
2 C -0.483
3 C -0.285
4 N 0.134

=====

# 2
Density functional theory data (wB97M-V/def2-TZVPD) for a molecular structure, C14H16N13O2PtSTe.

total charge: -1
HOMO-LUMO gap (spin up / spin down): 6.48 / 6.39 eV
lowest unoccupied orbital energy (spin up / spin down): 2.2 / 1.1 eV
energy relative to the best compared isomer or geometry (same formula, charge and spin): 0.0 kJ/mol
multiplicity: 3

CARTESIAN COORDINATES (ANGSTROEM)
Pt -0.0911 0.2489 -0.1896
N 4.5090 -5.4810 -2.3420
C 4.2115 -4.1839 -1.9141
C 4.6932 -3.7156 -0.6911
C 4.3608 -2.4499 -0.2420
C 3.5311 -1.6433 -1.0098
C 3.0550 -2.0929 -2.2340
C 3.3926 -3.3579 -2.6829
S 3.0746 -0.0353 -0.4446
O 2.5508 0.6605 -1.5887
O 4.1858 0.5147 0.2720
N 1.7820 -0.2832 0.5393
C 1.9394 -0.5853 1.8745
N 3.0732 -1.1584 2.3015
C 3.1543 -1.4244 3.5968
C 2.1288 -1.1650 4.4880
C 0.9870 -0.6039 3.9333
N 0.8794 -0.3122 2.6500
H 5.3632 -5.8609 -1.9672
H 4.4423 -5.6191 -3.3375
H 5.3357 -4.3515 -0.0921
H 4.7293 -2.0733 0.7012
H 2.4280 -1.4405 -2.8273
H 3.0173 -3.7123 -3.6363
H 4.0820 -1.8798 3.9319
H 2.2096 -1.3864 5.5418
H 0.1202 -0.3749 4.5466
N -2.7372 2.4962 -1.0170
C -2.8962 1.1597 -1.3080
N -4.0177 0.6443 -1.7996
N -3.7624 -0.6731 -1.9026
N -2.5629 -0.9305 -1.5109
N -1.9720 0.2273 -1.1377
C -1.7129 2.9950 -0.2290
N -1.6945 4.2180 0.2527
N -0.5294 4.2820 0.9455
N 0.1026 3.1648 0.8812
N -0.6220 2.3132 0.1193
H -3.5609 3.0668 -1.0921
C -0.3845 -3.2404 -1.2913
Te -1.0965 -2.4640 0.5476
C 0.5115 -3.4176 1.5881
H 0.6658 -2.9814 -1.3868
H -0.9783 -2.7685 -2.0675
H -0.5092 -4.3213 -1.3017
H 0.3855 -4.4974 1.5337
H 0.5039 -3.1008 2.6293
H 1.4567 -3.1350 1.1262

Mulliken atomic charge list, values in e, 4 entries:
1 Pt 0.606
2 N -0.583
3 C 0.986
4 C -0.747

=====

# 3
Density functional theory data (wB97M-V/def2-TZVPD) for 11 unconnected molecules or ions with the total composition C4H20BO18.

total charge: -1
HOMO-LUMO gap: 9.53 eV
lowest unoccupied orbital energy: 1.9 eV
energy relative to the best compared isomer or geometry (same formula, charge and spin): 256.5 kJ/mol

CARTESIAN COORDINATES (ANGSTROEM)
O 0.2472 0.7104 4.0521
C 0.5944 0.2496 2.9210
O 0.2215 0.7075 1.7128
B 0.6633 -0.2191 0.6605
O 1.3703 -1.3083 1.4410
C 1.2968 -1.0753 2.7366
O 1.8123 -1.7510 3.6273
O 1.6098 0.4063 -0.3140
C 1.0572 0.5499 -1.4870
O 1.6393 0.8508 -2.5523
C -0.3189 -0.1096 -1.3593
O -0.4541 -0.6130 -0.1699
O -1.1377 -0.3727 -2.2482
O -5.2048 -0.2362 7.3391
H -4.9746 0.2105 8.1537
H -4.3683 -0.5422 6.9885
O 3.0270 -2.0280 -7.2105
H 3.3521 -1.2975 -7.7368
H 2.0774 -1.9087 -7.1949
O 1.6475 -1.8844 9.4839
H 1.3702 -1.2561 8.8172
H 2.5901 -1.9795 9.3468
O -5.8529 2.4664 -3.1745
H -5.0245 1.9912 -3.2394
H -5.6498 3.3470 -3.4898
O 6.2793 0.0367 -4.9358
H 6.5422 -0.7994 -4.5509
H 5.3589 -0.0851 -5.1685
O 6.3946 0.4697 0.9150
H 6.9769 -0.2476 0.6648
H 5.6402 0.3805 0.3326
O -4.8963 -3.0014 3.3433
H -4.2965 -2.7879 2.6285
H -5.7510 -2.6969 3.0384
O 2.5931 4.3237 -8.2563
H 2.5342 3.7988 -7.4581
H 1.8184 4.8854 -8.2320
O -5.2885 -5.5767 -5.4219
H -4.6946 -4.9066 -5.7601
H -6.1270 -5.3892 -5.8439
O -1.3400 5.7830 6.1044
H -2.2948 5.7576 6.0418
H -1.0399 5.1471 5.4549

Mulliken atomic charge list, values in e, 4 entries:
1 O -0.652
2 C 0.586
3 O -0.501
4 B 0.981

=====

# 4
Density functional theory data (wB97M-V/def2-TZVPD) for a molecular structure, C25H38P2Pb.

total charge: 0
HOMO-LUMO gap: 6.37 eV
lowest unoccupied orbital energy: 0.5 eV
energy relative to the best compared isomer or geometry (same formula, charge and spin): 0.0 kJ/mol

CARTESIAN COORDINATES (ANGSTROEM)
P 0.1390 -1.6121 -2.0157
P -0.0958 1.6983 -1.8220
C -0.1739 -0.5992 -3.5440
C 0.3151 0.8696 -3.4444
H -1.2650 -0.6263 -3.7240
H 0.3275 -1.1027 -4.3946
H 1.4146 0.9147 -3.5544
H -0.1255 1.4616 -4.2692
C -1.7468 2.4120 -2.1290
H -2.0149 3.0224 -1.2575
H -2.4840 1.6078 -2.2305
H -1.7479 3.0379 -3.0328
C 0.9528 3.1979 -1.7764
H 0.8622 3.7917 -2.6961
H 2.0008 2.9143 -1.6162
H 0.6255 3.8025 -0.9185
C -0.9281 -3.0918 -2.0304
H -0.6449 -3.7408 -1.1872
H -0.7989 -3.6400 -2.9762
H -1.9783 -2.7908 -1.9038
C 1.7999 -2.3016 -2.3032
H 2.5479 -1.5020 -2.2788
H 1.8226 -2.8069 -3.2740
H 2.0220 -3.0205 -1.5060
Pb 0.4161 -0.1592 0.4339
C 0.5564 1.7320 -7.0514
C -0.7557 1.7799 -6.8119
C -1.8342 1.0104 -7.5265
C -1.4150 -0.3460 -8.1316
C -0.7305 -1.2913 -7.1841
C 0.5777 -1.3538 -6.8975
C 1.6765 -0.5369 -7.5177
C 1.2737 0.8569 -8.0430
C 0.0966 -1.9682 1.7523
H 1.2249 2.4501 -6.5537
H -1.1512 2.5330 -6.1166
H -2.2560 1.6181 -8.3485
H -2.6642 0.8567 -6.8169
H -2.3368 -0.8427 -8.4717
H -0.8121 -0.1742 -9.0276
H -1.4103 -2.0443 -6.7652
H 0.9428 -2.1512 -6.2394
H 2.1293 -1.0864 -8.3637
H 2.4803 -0.4310 -6.7698
H 2.2032 1.3761 -8.3224
H 0.6955 0.7454 -8.9644
H 0.6219 -1.9343 2.7313
H 0.3380 -2.8980 1.2134
H -0.9905 -1.8924 1.9443
C 0.7620 2.5162 5.3433
C 1.5899 1.9820 4.3425
C 1.0561 1.7017 3.0863
C -0.3467 1.7873 2.8301
C -0.9642 1.2728 1.6652
C -2.3176 1.4191 1.4571
C -3.1463 1.9864 2.4745
C -2.5830 2.4323 3.6563
C -1.1861 2.3319 3.8665
C -0.5903 2.6994 5.0902
H 1.1850 2.7879 6.3093
H 2.6468 1.8039 4.5651
H 1.7288 1.3841 2.2816
H -2.7696 1.0869 0.5211
H -4.2225 2.0623 2.3163
H -3.1874 2.8682 4.4474
H -1.2335 3.1141 5.8535

Mulliken atomic charge list, values in e, 4 entries:
1 P 0.478
2 P 0.797
3 C 0.023
4 C -0.294

=====

Number 1: DFT total energy -2467.04968 a.u.. Number 2: DFT total energy -2190.93622 a.u.. Number 3: DFT total energy -1543.87988 a.u.. Number 4: DFT total energy -1850.81301 a.u..